(1)
ORCA calculation (wB97M-V/def2-TZVPD) on C11H11NO7V as an isolated structure.

```
31
C11H11NO7V wB97M-V/def2-TZVPD
V -0.70 -0.66 0.91
O 1.24 -0.90 0.96
C 2.05 -1.04 0.01
C 1.72 -1.02 -1.37
C 2.76 -1.23 -2.31
C 2.45 -1.23 -3.64
C 1.14 -1.03 -4.09
C 0.12 -0.82 -3.19
C 0.39 -0.82 -1.82
O -0.58 -0.63 -0.93
N 3.53 -1.44 -4.62
O 4.64 -1.62 -4.19
O 3.21 -1.44 -5.79
H 3.10 -1.20 0.28
H 3.78 -1.38 -1.99
H 0.95 -1.04 -5.15
H -0.90 -0.66 -3.52
C -1.64 2.29 3.78
C -1.95 1.22 2.77
C -3.26 1.43 2.04
O -0.88 1.21 1.72
C -1.89 -0.20 3.37
O -2.07 -0.44 4.52
O -1.59 -1.11 2.41
H -1.63 3.28 3.31
H -0.69 2.11 4.28
H -2.41 2.29 4.55
H -3.29 2.42 1.60
H -4.09 1.34 2.75
H -3.42 0.68 1.26
H -0.08 1.62 2.08
```

Values from the calculation:
Total charge: +1
Spin multiplicity: 3
⟨S²⟩: 2.012
Total energy, eV: -53088.0921
LUMO level (spin up / spin down), eV: -5.3 / -5.2

(2)
ORCA calculation (wB97M-V/def2-TZVPD) on C27H35MgN5O3P2 as an isolated structure.

```
73
C27H35MgN5O3P2 wB97M-V/def2-TZVPD
Mg 0.46 4.34 -2.10
C -4.11 2.67 1.73
C -2.83 2.31 1.81
C -2.24 1.03 1.28
C -2.31 0.93 -0.28
C -3.30 -0.14 -0.77
C -4.53 -0.17 -0.24
C -5.03 0.31 1.10
C -5.27 1.81 1.38
C -1.26 4.60 -3.26
H -4.43 3.67 2.04
H -2.10 2.99 2.28
H -2.66 0.13 1.74
H -1.18 1.04 1.55
H -2.62 1.93 -0.65
H -1.29 0.81 -0.67
H -3.10 -0.55 -1.76
H -5.31 -0.61 -0.88
H -4.53 -0.18 1.96
H -6.05 -0.09 1.08
H -5.97 2.20 0.63
H -5.92 1.88 2.27
H -1.81 5.54 -3.09
H -1.95 3.75 -3.09
H -0.90 4.63 -4.31
P 0.95 -0.84 -1.88
P 2.01 0.32 1.70
N -0.18 -2.15 -2.23
N 2.24 -1.47 -2.99
N 1.25 -0.90 2.79
N 3.49 0.38 2.68
C 1.54 -1.63 -0.33
C 2.66 -0.86 0.42
C -1.36 -1.93 -2.94
C -1.99 -3.14 -3.19
C -1.16 -4.17 -2.63
C -0.06 -3.53 -2.06
C 2.77 -0.69 -4.03
C 3.72 -1.44 -4.71
C 3.83 -2.69 -4.04
C 2.90 -2.69 -3.01
C 0.13 -0.63 3.61
C -0.37 -1.82 4.13
C 0.44 -2.88 3.60
C 1.42 -2.29 2.81
C 4.01 -0.47 3.66
C 5.27 -0.03 4.04
C 5.57 1.11 3.22
C 4.48 1.33 2.39
H 1.84 -2.67 -0.50
H 0.64 -1.71 0.30
H 3.37 -1.60 0.86
H 3.22 -0.25 -0.32
H -1.64 -0.92 -3.20
H -2.92 -3.27 -3.73
H -1.32 -5.24 -2.67
H 0.79 -3.98 -1.56
H 2.42 0.32 -4.18
H 4.27 -1.12 -5.59
H 4.52 -3.49 -4.28
H 2.67 -3.46 -2.30
H -0.20 0.39 3.76
H -1.23 -1.92 4.81
H 0.30 -3.96 3.74
H 2.23 -2.75 2.27
H 3.45 -1.33 4.02
H 5.91 -0.46 4.79
H 6.49 1.69 3.24
H 4.32 2.06 1.62
O -1.57 6.05 0.12
N -0.65 5.51 -0.44
O 0.19 6.12 -1.22
O -0.41 4.23 -0.31
```

Values from the calculation:
Total charge: 0
Spin multiplicity: 1
Total energy, eV: -66175.7677
Energy above the lowest of the compared OMol25 structures with the same formula, charge and spin, eV: 0.825
LUMO level, eV: -1.5

(3)
ORCA calculation (wB97M-V/def2-TZVPD) on C56H54BrGe2IrO7S5 as an isolated structure.

```
126
C56H54BrGe2IrO7S5 wB97M-V/def2-TZVPD
Ir 0.65 0.30 0.46
O -1.58 0.68 0.83
S -1.87 0.21 -0.53
O -2.91 0.95 -1.19
O -0.65 0.08 -1.33
O -2.44 -1.28 -0.40
C 2.63 -1.50 5.43
C 3.57 -1.18 4.31
C 4.44 -0.10 4.38
C 5.31 0.21 3.35
C 6.26 1.37 3.47
C 5.31 -0.60 2.20
C 4.46 -1.71 2.12
C 4.46 -2.66 0.95
C 3.59 -1.97 3.17
C 6.31 -0.35 1.12
C 7.53 -1.00 1.18
C 8.46 -0.86 0.17
C 8.15 -0.09 -0.94
C 6.93 0.58 -1.03
C 6.01 0.48 0.02
Ge 4.17 1.29 -0.04
S 2.77 -0.30 -0.59
S 3.72 2.78 1.64
Ge 2.45 3.70 -0.05
S 0.47 2.80 0.04
S 3.96 2.93 -1.59
C 2.33 5.71 -0.24
C 1.84 6.26 -1.44
C 1.69 7.63 -1.57
C 2.03 8.48 -0.52
C 2.50 7.94 0.66
C 2.65 6.57 0.81
C 3.13 6.04 2.12
C 4.49 6.05 2.44
C 5.52 6.50 1.44
C 4.89 5.62 3.70
C 3.98 5.19 4.65
C 4.42 4.71 6.00
C 2.63 5.19 4.31
C 2.19 5.61 3.07
C 0.72 5.57 2.74
C 1.41 5.37 -2.56
C 2.31 4.99 -3.56
C 3.70 5.57 -3.65
C 1.89 4.07 -4.52
C 0.61 3.54 -4.51
C 0.19 2.48 -5.49
C -0.29 4.00 -3.56
C 0.09 4.91 -2.58
C -0.93 5.40 -1.58
C 6.66 1.34 -2.28
C 5.95 0.74 -3.33
C 5.38 -0.64 -3.20
C 5.76 1.46 -4.51
C 6.27 2.73 -4.68
C 6.07 3.49 -5.96
C 7.00 3.30 -3.63
C 7.19 2.62 -2.44
C 7.94 3.27 -1.31
H 2.84 -0.89 6.31
H 2.70 -2.55 5.71
H 1.60 -1.30 5.12
H 4.44 0.53 5.27
H 6.27 1.76 4.48
H 5.95 2.17 2.80
H 7.28 1.08 3.19
H 5.00 -2.25 0.10
H 3.44 -2.86 0.64
H 4.92 -3.61 1.24
H 2.92 -2.81 3.09
H 7.74 -1.64 2.04
H 9.42 -1.37 0.22
H 8.85 -0.01 -1.76
H 1.30 8.04 -2.50
H 1.91 9.55 -0.63
H 2.74 8.59 1.50
H 5.11 6.52 0.44
H 6.37 5.82 1.46
H 5.88 7.50 1.69
H 5.95 5.62 3.94
H 5.47 4.95 6.18
H 4.31 3.63 6.07
H 3.82 5.15 6.80
H 1.90 4.84 5.04
H 0.12 5.52 3.65
H 0.49 4.69 2.14
H 0.42 6.45 2.16
H 3.86 6.31 -2.87
H 3.84 6.05 -4.62
H 4.44 4.78 -3.53
H 2.61 3.73 -5.26
H 0.97 2.29 -6.22
H -0.72 2.78 -6.02
H -0.03 1.56 -4.95
H -1.30 3.61 -3.55
H -1.75 4.69 -1.51
H -1.32 6.37 -1.89
H -0.48 5.51 -0.59
H 6.04 -1.29 -2.63
H 5.20 -1.08 -4.18
H 4.43 -0.60 -2.66
H 5.19 1.00 -5.31
H 5.30 3.03 -6.57
H 6.99 3.53 -6.54
H 5.77 4.52 -5.75
H 7.40 4.30 -3.75
H 8.24 4.28 -1.57
H 8.83 2.69 -1.05
H 7.30 3.31 -0.42
Br -6.34 -3.57 2.01
C -4.48 -3.35 1.58
C -3.68 -4.50 1.61
C -2.33 -4.35 1.27
C -1.77 -3.13 1.00
C -2.59 -1.89 0.94
C -4.04 -2.11 1.26
C -0.29 -2.95 0.78
O 0.36 -3.92 0.37
O 0.19 -1.79 1.09
H -4.11 -5.45 1.89
H -1.68 -5.22 1.26
H -2.17 -1.16 1.63
H -4.68 -1.25 1.16
O 0.92 0.34 3.30
C 1.37 0.50 2.28
```

Values from the calculation:
Total charge: -2
Spin multiplicity: 1
Total energy, eV: -313379.5210
Energy above the lowest of the compared OMol25 structures with the same formula, charge and spin, eV: 0.000
LUMO level, eV: 3.5

(4)
ORCA calculation (wB97M-V/def2-TZVPD) on one molecule with the formula C26H29N3O3.

```
61
C26H29N3O3 wB97M-V/def2-TZVPD
O -6.13 -0.56 1.65
C -5.67 -0.77 0.56
C -5.34 -2.18 0.04
C -3.85 -2.25 -0.11
C -3.21 -1.96 -1.32
C -1.83 -1.92 -1.35
C -1.11 -2.18 -0.19
C 0.36 -2.14 -0.17
C 1.04 -1.63 0.93
C 2.42 -1.58 0.97
C 3.16 -2.07 -0.10
O 4.52 -2.12 -0.18
C 5.32 -1.47 0.79
C 5.52 0.02 0.49
N 4.24 0.70 0.38
C 3.87 1.01 -1.00
C 2.43 1.50 -1.02
O 2.26 2.64 -0.21
C 2.64 2.36 1.12
C 4.09 1.89 1.19
C 2.49 -2.59 -1.20
C 1.11 -2.62 -1.24
C -1.85 -2.51 0.94
N -3.16 -2.53 0.98
N -5.39 0.20 -0.34
C -5.25 1.59 0.05
C -3.81 2.02 -0.03
C -3.43 3.15 -0.74
C -2.09 3.49 -0.84
C -1.12 2.71 -0.25
C -1.49 1.58 0.46
C -2.83 1.24 0.57
H -5.85 -2.35 -0.91
H -5.68 -2.90 0.78
H -3.79 -1.77 -2.22
H -1.32 -1.66 -2.27
H 0.48 -1.25 1.77
H 2.90 -1.15 1.83
H 4.90 -1.61 1.79
H 6.29 -1.98 0.75
H 6.10 0.45 1.31
H 6.10 0.12 -0.43
H 3.95 0.10 -1.60
H 4.53 1.78 -1.43
H 2.14 1.81 -2.03
H 1.76 0.70 -0.68
H 2.50 3.28 1.68
H 1.99 1.57 1.53
H 4.34 1.65 2.23
H 4.75 2.71 0.85
H 3.07 -2.98 -2.02
H 0.61 -3.04 -2.10
H -1.35 -2.77 1.87
H -4.92 -0.05 -1.19
H -5.62 1.66 1.08
H -5.87 2.22 -0.59
H -4.18 3.76 -1.21
H -1.81 4.38 -1.39
H -0.07 2.98 -0.33
H -0.74 0.96 0.93
H -3.11 0.36 1.14
```

Values from the calculation:
Total charge: 0
Spin multiplicity: 1
Total energy, eV: -38045.6860
Energy above the lowest of the compared OMol25 structures with the same formula, charge and spin, eV: 1.156
LUMO level, eV: 0.7
SMILES: O=C(Cc1ccc(-c2ccc(OCCN3CCOCC3)cc2)cn1)NCc1ccccc1